# C46H122Cl2F6N18O10P6

A 9-piece molecular cluster, C46H122Cl2F6N18O10P6 overall (ωB97M-V/def2-TZVPD, the OMol25 dataset).

Structure (XYZ):
```
210
Properties=species:S:1:pos:R:3
C 21.6797 18.4947 15.2171
N 21.7223 17.5605 13.9915
C 23.0889 16.9887 13.8901
P 20.9418 17.9143 12.5519
O 21.4239 18.9709 11.6276
N 20.9905 16.3763 11.9123
C 21.0172 15.0924 12.6102
C 20.8563 16.4463 10.4119
N 19.3506 18.3848 13.1503
C 18.5823 17.4775 13.9472
C 18.6625 19.5564 12.6676
H 20.8010 19.1108 15.1109
H 22.5610 19.1043 15.1826
H 21.6887 17.9184 16.1712
H 23.0414 16.2896 12.9925
H 23.5114 16.5339 14.7878
H 23.8334 17.7893 13.5770
H 21.2600 15.1730 13.6476
H 20.0375 14.6446 12.5546
H 21.7039 14.3324 12.2009
H 21.0203 17.3957 9.9520
H 21.6067 15.7403 10.0107
H 19.8581 16.1321 10.0528
H 17.6423 17.1195 13.4879
H 19.1541 16.5786 14.1585
H 18.2668 17.9559 14.9056
H 18.1637 20.2053 13.3926
H 17.8955 19.1868 11.9516
H 19.3923 20.1966 12.1806
C 13.7359 27.4000 11.9328
N 14.7004 26.3616 11.5080
C 14.5665 25.8268 10.1113
P 15.6423 25.4622 12.5987
O 16.8852 25.0854 11.8484
N 15.7505 26.3971 14.0493
C 16.8833 27.3891 14.0537
C 14.7950 26.3809 15.1573
N 14.7164 24.0655 12.9405
C 15.5520 22.8536 12.9598
C 13.2226 23.9388 12.7480
H 13.9297 27.6959 12.9449
H 12.6809 27.0844 11.9564
H 13.7027 28.2917 11.3295
H 15.0986 26.5633 9.4919
H 13.4922 25.8535 9.8273
H 14.9863 24.8161 9.9258
H 17.4773 27.3569 15.0015
H 17.5331 27.1165 13.1956
H 16.4671 28.3796 13.9372
H 14.3231 27.3331 15.0521
H 13.9883 25.7052 14.8956
H 15.1497 26.2265 16.1664
H 15.2567 22.1925 12.1416
H 16.5823 23.1095 12.6496
H 15.5164 22.3889 13.9280
H 12.9317 23.6006 11.7248
H 12.7195 24.9215 12.9042
H 12.8401 23.2892 13.5229
C 11.8814 12.9135 14.8218
N 11.1689 13.3540 13.6157
C 10.8083 12.2679 12.7004
P 10.0039 14.5485 13.8394
O 8.6378 14.1411 14.3295
N 10.9249 15.4571 14.8655
C 10.1798 16.2010 15.8899
C 12.1681 16.0812 14.3734
N 9.7441 15.2512 12.3652
C 8.3704 15.6404 12.0441
C 10.8284 15.5718 11.4151
H 12.4673 11.9987 14.6575
H 11.1375 12.7250 15.6193
H 12.5038 13.6795 15.2649
H 10.1458 11.5812 13.2001
H 11.6610 11.8020 12.2018
H 10.2052 12.6834 11.8965
H 9.7929 17.1875 15.6091
H 9.2459 15.6895 16.1640
H 10.7962 16.3768 16.7754
H 12.6340 15.3817 13.7074
H 11.8991 17.0423 13.8847
H 12.8758 16.2140 15.1717
H 8.4008 16.7269 11.8468
H 8.0206 15.2061 11.1016
H 7.6987 15.4425 12.8565
H 11.7845 15.0520 11.5933
H 11.0868 16.6763 11.4779
H 10.5122 15.3450 10.3999
C 21.5657 24.7472 16.9547
N 21.9684 24.2515 15.7042
C 23.4158 24.2887 15.5801
P 21.2170 22.8747 15.1299
O 21.4096 21.5504 15.7843
N 19.6082 23.2769 15.2517
C 18.7132 22.0796 15.4238
C 19.0142 24.5247 14.6709
N 21.8062 22.7898 13.5062
C 21.9256 24.0030 12.6473
C 22.5020 21.5971 12.9521
H 22.1269 24.2527 17.7570
H 20.4776 24.6182 17.0981
H 21.7321 25.8129 17.1092
H 23.9621 23.8646 16.5039
H 23.8080 25.3283 15.4668
H 23.6990 23.6865 14.6914
H 17.9968 22.1677 14.6180
H 19.2635 21.1782 15.1999
H 18.1956 22.0531 16.4119
H 18.7318 24.3011 13.6514
H 18.1183 24.8708 15.1818
H 19.7571 25.3481 14.6670
H 21.5207 24.9042 13.0868
H 23.0210 24.1579 12.3845
H 21.4852 23.9220 11.6375
H 22.2939 20.7017 13.5376
H 23.5972 21.6115 12.9304
H 22.1311 21.4673 11.9388
C 14.7011 17.9897 7.5463
N 13.3986 17.9690 8.1720
C 12.8061 16.6735 8.0384
P 13.1935 18.7090 9.6830
O 13.4346 17.8175 10.9089
N 14.2323 20.0252 9.6501
C 13.8621 21.2748 8.9521
C 15.6756 19.9696 9.8925
N 11.6875 19.3117 9.6335
C 11.1693 19.8355 10.9021
C 10.7865 19.4945 8.4519
H 15.3324 17.2414 8.0125
H 15.1990 18.9585 7.5593
H 14.5826 17.7619 6.4444
H 12.5654 16.3918 7.0194
H 11.8881 16.6835 8.5609
H 13.4025 15.8919 8.5363
H 12.7719 21.2089 8.7405
H 14.0057 22.1432 9.5978
H 14.3995 21.4446 8.0085
H 16.0148 20.5772 10.7132
H 16.1126 19.0113 10.1953
H 16.1915 20.2714 8.9803
H 10.4549 20.6565 10.6409
H 10.6056 19.0897 11.4330
H 11.9610 20.1744 11.5097
H 10.7950 20.5799 8.3058
H 9.7936 19.0557 8.6255
H 11.2376 19.1294 7.5307
C 15.7989 15.5694 11.5067
N 15.5974 14.1451 11.4168
C 14.5839 13.5579 12.2897
P 17.0208 13.2794 11.2072
O 18.2063 13.5896 11.9835
N 16.6249 11.6659 11.3182
C 15.7102 11.1362 10.3352
C 17.2026 10.6671 12.2568
N 17.2936 13.4965 9.5443
C 18.5938 12.9960 9.0717
C 16.4097 14.0561 8.4895
H 16.3004 15.8751 12.4412
H 14.8824 16.1315 11.5260
H 16.4282 15.9574 10.7073
H 13.5794 13.7297 11.8808
H 14.6221 13.8840 13.3336
H 14.7142 12.4781 12.4065
H 14.8901 10.6056 10.8384
H 15.2522 11.9328 9.7962
H 16.2333 10.4801 9.6189
H 16.4383 9.9528 12.5817
H 17.9119 10.0612 11.6414
H 17.8440 11.0612 13.0328
H 19.1173 12.5597 9.9400
H 18.5598 12.2006 8.2979
H 19.1984 13.7718 8.6397
H 16.2843 13.2992 7.7475
H 16.9358 14.8943 8.0225
H 15.5638 14.4718 9.0181
C 13.7785 20.0879 19.6924
C 14.2001 18.9828 18.7341
O 15.0729 17.9302 19.2876
C 16.3364 18.2456 19.4201
O 16.8934 19.2880 19.2079
C 17.2912 17.0604 19.8558
F 18.1281 17.5912 20.6959
F 16.6295 15.9592 20.3977
F 17.9378 16.5676 18.8094
H 13.5098 21.0004 19.1447
H 14.5847 20.3504 20.3581
H 13.0226 19.5807 20.3127
H 14.7393 19.3902 17.8717
H 13.4218 18.3189 18.3290
C 13.4252 23.4262 17.0352
C 11.9575 23.5402 17.3058
O 11.5163 24.9376 17.4973
C 11.3565 25.7160 16.4197
O 11.5265 25.4692 15.2965
C 10.8149 27.1130 16.8731
F 10.9458 27.4699 18.1912
F 11.3886 28.0576 16.1639
F 9.5470 27.2315 16.5563
H 13.7074 23.8517 16.0550
H 13.8358 22.4188 17.0567
H 13.9095 24.0225 17.7890
H 11.7962 23.0461 18.2492
H 11.4329 23.0395 16.5072
Cl 12.5377 19.7559 15.3895
C 13.6855 19.6618 14.0186
C 15.0517 19.0707 14.2681
Cl 16.1057 19.8785 15.4435
H 13.7166 20.6609 13.5549
H 13.1677 19.0470 13.2811
H 15.5771 19.1082 13.3176
H 14.9350 18.0212 14.5809
```

- Total charge: 0
- Frontier orbital gap: 8.18 eV
- Structure (SMILES): CN(C)P(=O)(N(C)C)N(C)C.CN(C)P(=O)(N(C)C)N(C)C.CN(C)P(=O)(N(C)C)N(C)C.CN(C)P(=O)(N(C)C)N(C)C.CN(C)P(=O)(N(C)C)N(C)C.CN(C)P(=O)(N(C)C)N(C)C.CCOC(=O)C(F)(F)F.CCOC(=O)C(F)(F)F.ClCCCl
- Energy above the lowest of the compared OMol25 structures with the same formula, charge and spin: 23.7 kcal per mole

Results of the Löwdin charge analysis, in e, for atoms 1 through 8:
1 C -0.07
2 N -0.30
3 C -0.13
4 P 0.57
5 O -0.30
6 N -0.28
7 C -0.12
8 C -0.09

=====

# C5H9N

One molecule with the formula C5H9N (ωB97M-V/def2-TZVPD, the OMol25 dataset).

Structure (XYZ):
```
15
Properties=species:S:1:pos:R:3
H 1.8041 -2.1708 0.1605
N 1.9721 -1.1797 0.3333
C 0.9351 -0.4929 0.4703
C 0.9163 0.9235 0.7610
C 0.4882 1.8523 -0.1217
C -0.6020 -1.1146 0.2015
C -1.4239 -0.2857 -0.7206
H 0.9477 1.1572 1.8203
H 0.6876 1.7232 -1.1762
H 0.4786 2.8949 0.1599
H -0.4231 -2.1185 -0.1911
H -1.0280 -1.1735 1.1981
H -2.4915 -0.4221 -0.5751
H -1.1059 0.8478 -0.5551
H -1.1554 -0.4411 -1.7651
```

- Total charge: 0
- Frontier orbital gap: 10.52 eV
- Structure (SMILES): [H]/N=C(/C=C)CC
- Energy above the lowest of the compared OMol25 structures with the same formula, charge and spin: 47.6 kcal per mole

Results of the Löwdin charge analysis, in e, for atoms 1 through 8:
1 H 0.05
2 N 0.13
3 C -0.37
4 C -0.14
5 C -0.02
6 C -0.17
7 C -0.14
8 H 0.11

=====

# C41H32Cl2NO4W

C41H32Cl2NO4W as an isolated structure (ωB97M-V/def2-TZVPD, the OMol25 dataset).

Structure (XYZ):
```
81
Properties=species:S:1:pos:R:3
W 14.8546 7.3725 10.4875
O 13.1402 7.7726 9.6682
C 12.4351 9.0438 9.5354
C 13.0966 10.2249 10.3293
C 14.5697 10.4726 9.9920
C 14.9467 11.7972 9.8277
C 16.2285 12.1660 9.4351
C 17.1156 11.1195 9.3012
C 16.6895 9.8132 9.5045
C 17.7555 8.7812 9.2914
C 17.5015 7.4326 9.8973
O 16.3063 7.1086 9.0827
C 18.6266 6.5076 9.6548
C 19.3842 6.0456 10.7072
C 20.4800 5.2586 10.5004
C 20.7868 4.9044 9.2010
C 20.0700 5.3759 8.1468
C 18.9672 6.1587 8.3405
C 17.0051 7.4305 11.2968
C 16.4977 6.1883 11.9107
C 16.5286 6.0990 13.3476
C 16.8211 7.1356 14.1738
C 17.2747 8.3331 13.5485
C 17.4683 8.4553 12.2202
N 15.4436 9.4657 9.8356
C 11.0567 8.8701 10.2303
C 10.7821 7.7235 10.8799
C 9.5663 7.5853 11.6016
C 8.6571 8.6281 11.6368
C 8.9898 9.8356 10.9892
C 10.1290 9.9317 10.2548
C 12.2852 9.2858 8.0379
C 12.9087 10.4094 7.4314
C 12.8161 10.5783 6.0892
C 12.1713 9.7173 5.2742
C 11.5657 8.6314 5.8417
C 11.5411 8.4525 7.2058
H 12.9753 10.0708 11.4035
H 12.6288 11.1953 10.1162
H 14.1930 12.5286 9.9355
H 16.4182 13.2341 9.2389
H 18.0671 11.2622 8.8355
H 18.6028 9.3051 9.7241
H 17.8978 8.6469 8.2216
H 19.1603 6.3837 11.7396
H 21.0933 4.9915 11.3711
H 21.5600 4.2079 9.0171
H 20.4624 5.1150 7.1538
H 18.3416 6.4504 7.5151
H 16.4558 5.2498 11.4275
H 16.2408 5.1420 13.7847
H 16.8893 7.0747 15.2172
H 17.6341 9.2297 14.1089
H 17.9034 9.3936 11.8308
H 11.4739 6.8990 10.8928
H 9.3064 6.6582 12.1395
H 7.7407 8.4841 12.1762
H 8.3293 10.7151 11.0258
H 10.2607 10.8577 9.6878
H 13.6017 11.0540 8.0021
H 13.3166 11.4634 5.6710
H 12.1436 9.9111 4.1985
H 11.0394 7.8951 5.2394
H 11.1181 7.5428 7.6981
Cl 11.4358 7.1259 17.0305
C 12.2745 7.3485 15.5301
C 12.6840 8.6957 15.2680
C 13.3883 8.9965 14.1226
Cl 14.0763 10.5578 14.0028
C 13.6424 7.9746 13.2254
O 14.4186 8.2414 12.1692
C 13.1199 6.6549 13.4095
C 13.1641 5.5983 12.4380
O 13.7311 5.6442 11.3267
C 12.4182 6.3498 14.6050
H 12.6387 9.5029 15.9552
H 12.6390 4.6718 12.6540
H 12.0415 5.3589 14.8044
C 15.6556 5.8073 9.2037
H 14.9936 5.7242 8.3657
H 16.3227 4.9795 9.3991
```

- Total charge: +1
- Frontier orbital gap (alpha / beta): 6.39 / 6.40 eV

Results of the Löwdin charge analysis, in e, for atoms 1 through 8:
1 W 1.75
2 O -0.28
3 C -0.36
4 C -0.04
5 C -0.23
6 C -0.02
7 C 0.00
8 C 0.00

=====

# C10H28N2O3

A 3-piece molecular cluster, C10H28N2O3 overall (ωB97M-V/def2-TZVPD, the OMol25 dataset).

Structure (XYZ):
```
43
Properties=species:S:1:pos:R:3
C -0.1626 1.4077 -4.6475
O -0.1800 0.2481 -3.8504
C -0.7599 -0.9939 -4.3428
C -2.1927 -0.8421 -4.6949
C -3.1593 -0.5337 -3.5680
N -2.7436 -1.9238 -5.5321
H 0.4340 2.2393 -4.2728
H -1.1469 1.8737 -4.6936
H 0.2787 1.1129 -5.5996
H -0.0893 -1.3714 -5.1147
H -0.7129 -1.7304 -3.5407
H -2.2528 0.0688 -5.2906
H -4.1965 -0.8052 -3.7643
H -3.1702 0.5170 -3.2784
H -2.9665 -1.1458 -2.6869
H -2.5132 -2.6935 -4.9202
H -2.2362 -2.0975 -6.3880
C 0.8052 3.1139 5.0660
O 1.5168 1.8856 5.2154
C 1.0059 0.7626 4.5960
C 1.9678 -0.4381 4.7664
C 1.9044 -1.3678 3.6381
N 1.6625 -1.0961 6.0044
H -0.2744 3.1038 5.2158
H 0.9142 3.5202 4.0605
H 1.3279 3.9128 5.5922
H 0.0186 0.5913 5.0249
H 1.0345 1.1163 3.5654
H 3.0096 -0.1422 4.8897
H 2.4184 -2.2793 3.9431
H 2.4421 -0.9616 2.7813
H 0.8751 -1.6455 3.4111
H 2.4115 -1.7665 6.1024
H 1.8660 -0.3876 6.6949
C 0.3627 -0.4472 0.5267
C -0.0074 -0.0241 -0.8888
O 1.2255 0.1632 -1.6578
H 0.8295 -1.4303 0.5879
H -0.5400 -0.3747 1.1332
H 1.0737 0.3195 0.8343
H -0.5209 0.9370 -0.9141
H -0.5995 -0.7650 -1.4261
H 1.0406 0.3699 -2.5769
```

- Total charge: 0
- Frontier orbital gap: 10.01 eV
- Structure (SMILES): COC[C@H](C)N.COC[C@H](C)N.CCO
- Energy above the lowest of the compared OMol25 structures with the same formula, charge and spin: 36.3 kcal per mole

Results of the Löwdin charge analysis, in e, for atoms 1 through 8:
1 C -0.09
2 O -0.25
3 C -0.15
4 C -0.47
5 C -0.05
6 N 0.05
7 H 0.09
8 H 0.08

=====

# C58H46FN2O19

A 9-piece molecular cluster, C58H46FN2O19 overall (ωB97M-V/def2-TZVPD, the OMol25 dataset).

Structure (XYZ):
```
126
Properties=species:S:1:pos:R:3
C -2.3025 -1.4698 -2.6635
C -1.7709 -0.4351 -1.5679
O -0.3244 -0.4835 -1.4546
C 0.0920 -1.6958 -0.8085
C 1.0637 -1.4130 0.3910
C 0.3856 -1.3412 1.7842
C 0.7489 -0.2719 2.7317
C 0.0620 -0.3330 4.0595
C 0.4231 0.7353 5.1498
C 0.8920 2.0801 4.5353
O 1.9432 2.2841 3.9860
O 0.0229 3.1472 4.6843
N -0.8329 -1.2546 4.4063
N -1.1070 -2.1715 3.5141
C -0.6140 -2.3246 2.2707
F -1.0003 -3.3599 1.5271
H -3.1637 -1.0589 -3.2380
H -2.6468 -2.3708 -2.0787
H -1.4513 -1.8233 -3.2939
H -2.0088 0.5973 -1.9319
H -2.2428 -0.6567 -0.5850
H 0.6900 -2.2621 -1.5765
H -0.8035 -2.3153 -0.5597
H 1.9277 -2.1230 0.4405
H 1.5124 -0.3973 0.2001
H 1.5083 0.4963 2.4785
H -0.4432 0.8874 5.8378
H 1.2795 0.3372 5.7581
H 0.2866 3.8598 4.0686
H -1.8008 -2.8825 3.8002
C -2.1511 8.9156 5.0123
C -1.2446 8.5806 4.0958
C -0.9407 7.1644 3.8004
O -0.1120 6.8522 2.9659
C -1.6819 6.1334 4.5593
C -2.5879 6.4644 5.4755
C -2.8936 7.8842 5.7724
O -3.7212 8.1878 6.6061
H -2.3853 9.9433 5.2417
H -0.6934 9.3212 3.5304
H -1.4450 5.1040 4.3267
H -3.1385 5.7224 6.0403
C -3.4242 -7.0053 4.0237
C -3.4574 -8.3152 3.7858
C -2.5314 -8.9426 2.8141
O -2.5608 -10.1322 2.5945
C -1.5675 -8.0559 2.1200
C -1.5369 -6.7466 2.3601
C -2.4622 -6.1237 3.3303
O -2.4332 -4.9222 3.5527
H -4.0932 -6.5291 4.7295
H -4.1547 -8.9761 4.2850
H -0.8977 -8.5302 1.4139
H -0.8402 -6.0843 1.8619
C -0.3799 -4.3294 7.5482
C -0.2052 -3.0097 7.5535
C 0.9551 -2.3903 8.2322
O 1.1109 -1.1845 8.2353
C 1.9154 -3.2936 8.9048
C 1.7417 -4.6147 8.9009
C 0.5807 -5.2350 8.2212
O 0.4215 -6.4368 8.2136
H -1.2230 -4.7995 7.0568
H -0.8964 -2.3326 7.0664
H 2.7580 -2.8227 9.3952
H 2.4334 -5.2902 9.3881
C -4.7484 14.1974 4.3681
C -3.9307 13.1493 4.2916
C -4.4104 11.8352 3.8082
O -3.6640 10.8763 3.7399
C -5.8323 11.7301 3.4115
C -6.6509 12.7775 3.4875
C -6.1719 14.0931 3.9711
O -6.9158 15.0480 4.0390
H -4.4157 15.1657 4.7198
H -2.8877 13.2080 4.5768
H -6.1643 10.7614 3.0599
H -7.6936 12.7183 3.2023
C 2.7882 -0.3728 -3.1329
C 3.1945 0.3620 -4.1664
C 4.2866 -0.1001 -5.0555
O 4.6578 0.5693 -5.9950
C 4.9068 -1.4113 -4.7506
C 4.4985 -2.1448 -3.7159
C 3.4091 -1.6824 -2.8297
O 3.0345 -2.3554 -1.8838
H 1.9915 -0.0504 -2.4728
H 2.7515 1.3212 -4.4035
H 5.7025 -1.7347 -5.4102
H 4.9403 -3.1045 -3.4777
C 6.0232 -6.0544 -7.7699
C 6.5288 -4.9540 -7.2166
C 6.1106 -3.6074 -7.6679
O 6.5743 -2.5998 -7.1642
C 5.1095 -3.5285 -8.7544
C 4.6035 -4.6291 -9.3084
C 5.0203 -5.9772 -8.8588
O 4.5590 -6.9806 -9.3605
H 6.3169 -7.0476 -7.4543
H 7.2619 -4.9914 -6.4201
H 4.8151 -2.5349 -9.0708
H 3.8708 -4.5903 -10.1048
C -5.2793 -2.3496 0.9060
C -6.3964 -2.9833 1.2554
C -7.6906 -2.6750 0.6020
O -8.7078 -3.2501 0.9212
C -7.6911 -1.6369 -0.4547
C -6.5721 -1.0038 -0.8031
C -5.2810 -1.3122 -0.1502
O -4.2573 -0.7354 -0.4696
H -4.3249 -2.5614 1.3728
H -6.4133 -3.7449 2.0250
H -8.6444 -1.4250 -0.9217
H -6.5543 -0.2423 -1.5725
C 8.0302 -0.2784 -10.8015
C 6.9295 -0.9322 -10.4362
C 5.6273 -0.6696 -11.0917
O 4.6175 -1.2636 -10.7595
C 5.5972 0.3457 -12.1683
C 6.6980 0.9997 -12.5338
C 8.0003 0.7375 -11.8789
O 9.0038 1.3312 -12.2123
H 8.9900 -0.4564 -10.3334
H 6.9352 -1.6768 -9.6513
H 4.6372 0.5238 -12.6361
H 6.6937 1.7456 -13.3185
```

- Total charge: +1
- Frontier orbital gap: 6.74 eV

Results of the Löwdin charge analysis, in e, for atoms 1 through 8:
1 C -0.07
2 C -0.24
3 O -0.19
4 C -0.21
5 C -0.08
6 C -0.01
7 C 0.16
8 C -0.15